1.
A molecular structure, C52H51F6N3O2S in a non-equilibrium geometry, computed with wB97M-V/def2-TZVPD.

HOMO, hartree: -0.2950
Gap between HOMO and LUMO, eV: 7.467

```
115
Properties=species:S:1:pos:R:3:forces:R:3:mulliken_charge:R:1
S -6.1431 2.3620 -3.9104 0.9 0.2 0.5 0.085
F 1.2132 -4.7791 -5.3623 -0.1 0.1 -0.1 -0.351
F 0.1671 4.9333 3.3686 -0.1 -0.1 0.0 -0.094
F 0.2411 -4.4353 2.5092 0.0 -0.2 0.5 -0.321
F 1.3184 6.1253 -1.4591 0.2 0.0 0.0 -0.457
F 6.6299 -8.7417 -3.0718 0.0 0.1 -0.1 -0.283
F -1.1144 -0.1068 -1.0548 0.0 0.0 -0.1 0.177
O -7.0370 3.1360 3.3594 -0.6 -0.8 -0.6 -0.423
O -7.1332 1.3014 2.0431 -0.3 1.5 -0.3 -0.345
N -6.1718 2.3836 -2.2416 3.1 0.1 -1.5 -0.578
N -1.4422 2.7774 -3.9371 0.6 1.7 2.6 -0.701
N -4.5189 2.4976 -4.3346 -1.0 -0.2 4.3 -0.683
C 7.5947 -11.8455 -1.4820 -0.2 0.1 0.1 -0.366
C 7.5405 -10.8086 -2.4046 0.1 0.0 -0.2 -0.451
C 6.7810 -11.8161 -0.3555 0.0 -0.1 0.1 -0.491
C 0.3059 -3.9417 -1.4288 0.0 0.0 -0.1 -0.874
C 5.9156 -10.7480 -0.1468 0.2 -0.1 -0.2 -0.383
C 2.0642 -5.7858 -5.0928 0.4 -0.5 0.1 0.265
C 1.4089 6.8670 2.8481 -0.1 0.0 -0.2 0.123
C -6.4194 1.4269 0.7759 0.6 -0.7 -0.8 -0.769
C -1.8474 1.3005 1.7737 -0.2 -0.9 -0.4 0.049
C 6.6797 -9.7493 -2.1821 0.0 -0.5 0.4 0.334
C 2.9130 7.7735 4.4934 0.1 0.1 0.0 -0.572
C -3.3600 1.6947 3.9383 -1.0 -0.3 -0.5 -0.902
C 2.9157 -3.8014 4.8643 -0.2 0.1 0.0 -0.423
C 0.9886 -2.4852 5.4649 0.2 -0.1 -0.1 -0.470
C 0.3770 4.5231 -4.1450 -0.5 0.1 -1.4 -0.993
C 2.5024 -8.1315 -4.9198 0.2 0.2 0.1 -0.491
C -1.4763 6.4405 0.8167 -0.1 0.2 -0.2 -0.201
C -0.4049 5.8893 0.1261 0.0 -0.3 -0.1 -0.269
C -2.9106 2.6247 -0.2624 -1.5 -0.3 -1.9 0.647
C 1.0677 5.8644 3.7375 0.4 0.5 0.2 0.184
C -4.8378 2.4796 -1.8705 -0.2 0.0 -0.6 1.193
C 2.2184 -4.3316 3.7864 0.1 -0.2 -0.2 -0.326
C -5.2830 2.5110 0.8060 -0.2 0.5 -0.1 -0.108
C -1.1039 4.0358 -4.0197 0.1 0.6 -0.2 0.680
C 5.8680 -9.7050 -1.0629 -0.2 0.2 0.0 -0.247
C -0.6487 -1.3638 -1.1780 0.2 -0.6 -0.1 0.230
C -0.0878 7.9712 -1.0468 0.2 0.2 -0.2 -0.681
C -0.5568 -2.1653 -0.0541 -0.1 0.1 0.2 -0.635
C -3.9063 2.5389 -3.0834 0.6 0.0 0.5 0.495
C 3.3639 -5.4932 -4.7205 0.0 0.3 0.0 -0.253
C 0.2142 -3.1235 -2.5506 0.0 0.0 0.3 -0.125
C -2.4108 2.6709 -2.8455 -2.0 -0.4 1.3 -0.091
C -4.3673 2.5241 -0.4543 3.2 -0.1 -0.2 -0.150
C -1.8581 7.7538 0.5705 -0.1 0.0 0.0 -0.756
C 0.2778 6.6610 -0.7944 -0.5 0.3 0.3 0.437
C -0.0817 -3.4643 -0.1814 0.0 -0.1 -0.2 -0.365
C -1.9799 2.6881 -1.4663 -1.6 0.1 -1.2 -0.181
C 1.6330 5.7986 4.9982 -0.1 -0.2 0.1 -0.597
C -2.1973 5.1950 -4.0164 0.7 -0.4 0.5 -1.063
C 4.2401 -6.5334 -4.4365 -0.2 -0.1 -0.1 -0.415
C 0.2937 -3.0064 4.3812 -0.3 0.1 -0.1 -0.319
C 1.6218 -7.0925 -5.1936 -0.3 0.0 -0.1 -0.420
C -2.9193 0.7049 2.7671 -0.1 0.5 0.4 -0.135
C 0.9165 -3.9257 3.5570 0.4 0.3 0.6 0.315
C -2.2286 2.7052 1.1479 -0.2 0.4 -0.4 0.111
C -1.1662 8.5192 -0.3631 0.0 -0.2 0.1 -0.413
C 3.8101 -7.8509 -4.5386 0.0 -0.1 0.0 -0.359
C -0.2714 -1.8275 -2.4252 0.0 0.2 -0.2 -0.903
C 2.2993 -2.8807 5.7046 0.1 0.0 0.1 -0.459
C -7.6037 2.5327 2.4814 0.8 0.8 0.7 0.161
C 2.3333 7.8303 3.2312 0.0 -0.2 0.2 -0.492
C 2.5655 6.7566 5.3761 -0.1 0.1 -0.3 -0.381
H 3.6375 8.5228 4.7912 0.0 -0.1 0.0 0.368
H 0.4086 5.3457 -4.9246 0.1 -0.9 0.8 0.378
H -2.0124 5.8456 1.5467 0.1 0.0 0.0 0.426
H 1.3436 5.0038 5.6748 0.0 0.0 -0.1 0.421
H -5.6685 3.5708 0.9339 0.0 -1.2 -0.2 0.456
H 2.6786 -5.0558 3.1255 0.0 0.0 0.0 0.417
H -7.1529 1.5320 -0.0652 0.7 0.2 0.7 0.377
H -2.3968 5.5738 -2.9693 0.1 -0.4 -1.1 0.182
H 3.9387 -4.1060 5.0498 -0.1 0.0 0.0 0.354
H -3.8322 0.4440 2.1661 0.8 0.1 0.5 0.022
H 2.1695 -9.1593 -5.0026 0.0 0.1 0.0 0.369
H -2.8650 2.6991 3.8993 -0.2 -1.0 0.1 0.179
H -1.4671 9.5417 -0.5572 0.1 -0.1 0.0 0.433
H 0.5973 -7.2907 -5.4840 0.0 0.1 0.0 0.419
H 5.2790 -10.7280 0.7297 0.0 0.0 -0.1 0.350
H -1.7844 0.5809 0.9042 0.1 0.8 1.0 -0.469
H -0.8767 2.7791 -1.2872 -1.2 -0.2 -0.1 0.243
H 4.4948 -8.6617 -4.3211 0.0 0.1 0.0 0.412
H -0.8553 -1.7727 0.9110 0.0 0.0 0.0 0.475
H -1.2824 3.3051 1.0198 -1.0 -0.6 0.2 -0.884
H -2.6966 8.1836 1.1063 0.1 0.0 0.0 0.449
H 2.8432 -2.4709 6.5479 0.0 0.0 -0.1 0.370
H 8.1606 -10.8185 -3.2925 0.0 0.0 0.0 0.403
H 0.9546 6.8904 1.8678 0.0 0.0 0.1 0.265
H -0.0986 4.8653 0.2985 0.1 0.1 0.0 0.566
H 5.2581 -6.3162 -4.1355 -0.1 0.0 0.0 0.398
H -0.7254 -2.7035 4.1736 0.0 0.0 0.0 0.444
H -2.9220 3.3146 1.8023 1.0 -0.7 -0.5 0.521
H 3.0207 6.7109 6.3583 -0.1 0.0 0.0 0.365
H -8.5054 3.0454 2.0214 0.7 -1.2 -0.1 0.373
H -3.1214 4.7441 -4.4727 0.9 0.7 0.6 0.343
H 6.8204 -12.6273 0.3624 0.0 0.1 -0.1 0.363
H 0.5077 -1.7708 6.1224 0.0 0.0 -0.1 0.366
H 5.2062 -8.8604 -0.9137 0.0 0.0 -0.1 0.426
H -3.2387 1.2220 4.9470 0.1 0.6 -0.9 0.366
H -2.5864 -0.2547 3.2608 0.0 0.9 -0.8 0.294
H 1.0834 3.7042 -4.4481 -0.8 0.7 0.4 0.327
H -0.8164 1.3040 2.2370 -1.2 0.3 -0.3 0.444
H -5.9096 0.4271 0.6323 -0.7 1.0 0.2 0.353
H 0.7438 5.0089 -3.1951 -0.7 -0.8 -0.8 0.038
H 8.2717 -12.6762 -1.6417 0.0 0.1 0.0 0.353
H -4.6810 2.3175 1.7399 -0.6 0.2 -1.2 -0.440
H -0.3581 -1.1775 -3.2877 0.0 0.0 0.1 0.484
H 3.6836 -4.4604 -4.6548 -0.1 0.0 0.0 0.414
H -1.8257 6.0680 -4.6291 -0.4 -1.0 0.6 0.415
H -0.0146 -4.1018 0.6937 -0.1 0.3 -0.6 0.738
H -4.4704 1.8746 3.8006 1.2 0.0 0.4 0.182
H 0.4681 8.5533 -1.7717 0.0 -0.1 0.0 0.495
H 2.6013 8.6252 2.5452 0.0 -0.1 0.0 0.388
H 0.5198 -3.4952 -3.5206 -0.1 0.1 0.0 0.418
H 0.6810 -4.9543 -1.5287 0.0 0.1 0.0 0.428
```
Positions in Å, forces in eV/Å.

---

2.
6 unconnected molecules or ions with the total composition C20H24BrF5O21S in a non-equilibrium geometry, computed with wB97M-V/def2-TZVPD.

HOMO, hartree: -0.3766
Gap between HOMO and LUMO, eV: 10.541

```
72
Properties=species:S:1:pos:R:3:forces:R:3:mulliken_charge:R:1
Br -0.9930 0.5987 2.4090 -0.1 -0.1 0.1 -0.075
S 1.1594 -1.2210 0.8033 0.9 -0.2 -0.6 1.137
F 3.7158 6.5843 -2.3024 0.0 0.2 -0.1 -0.308
F 5.3457 3.9409 -1.8776 0.0 0.0 0.0 -0.281
F -0.9520 -5.4731 -0.1085 0.0 0.0 0.0 -0.309
F -1.7706 0.4163 7.0842 0.0 0.0 0.0 -0.281
F -1.1546 -11.5882 -2.7211 0.0 0.0 0.0 -0.282
O 2.1170 -1.8061 -0.0480 0.0 -0.2 -1.7 -0.618
O -2.0860 -4.0047 -1.4084 -0.1 -0.4 -0.1 -0.273
O -4.7135 -0.1175 5.3742 0.2 0.0 0.1 -0.310
O 4.2766 6.1573 1.8191 0.0 0.2 0.1 -0.527
O -2.4473 -2.3484 -2.8887 -0.1 0.2 0.0 -0.551
O 1.5585 0.3367 0.9065 0.0 -0.4 0.0 -0.265
O 3.7782 10.7794 -3.7680 -0.1 0.1 -0.1 -0.476
O 5.2063 5.0399 0.0925 0.0 -0.3 0.2 -0.314
O 3.8384 8.5481 -3.4163 0.3 0.0 0.1 -0.313
O -1.0995 -9.7251 -4.0003 0.3 0.1 0.1 -0.330
O 0.6279 2.4092 0.4726 0.6 0.4 0.6 -0.394
O 3.0320 4.7894 0.5365 0.2 -0.1 -0.1 -0.295
O -2.9913 1.3085 5.4042 -0.3 0.0 0.2 -0.251
O -4.5309 1.4337 3.7564 0.0 0.0 -0.2 -0.475
O -3.6476 -1.5583 0.0815 0.0 0.0 -0.4 -0.479
O -0.6947 -8.1869 -2.4339 0.0 -0.2 0.1 -0.237
O -0.5225 -3.5079 -2.9116 0.0 -0.2 0.1 -0.362
O -1.1757 -7.5284 -4.5279 -0.1 0.1 -0.1 -0.471
O 0.9996 -1.8961 2.0186 -0.7 0.3 1.6 -0.542
O -0.2766 -0.9773 0.1009 0.5 -0.2 1.0 -0.187
O 4.1493 9.9523 -1.7064 0.0 -0.2 -0.1 -0.338
C 3.9054 9.8614 -3.0381 -0.1 0.0 0.1 0.560
C 4.1779 5.4034 0.9127 -0.1 0.1 -0.2 0.658
C -3.8106 -0.4506 0.9396 -0.2 0.2 -0.1 -0.583
C -1.1775 -5.0952 -1.3922 0.1 0.4 0.1 0.578
C 4.0920 8.6348 -1.1482 0.1 0.1 0.2 -0.351
C 4.3715 7.7758 -2.3607 -0.2 0.1 0.0 0.310
C -3.8492 -0.5418 6.4350 -0.2 -0.1 0.1 -0.421
C -0.5081 -10.4159 -2.9114 -0.3 0.0 0.0 0.302
C -1.0109 -8.3922 -3.7392 -0.1 0.0 0.0 0.624
C -3.2508 0.8430 0.3637 -0.2 -0.4 -0.4 -1.112
C -0.7076 0.3441 0.4692 -0.3 0.0 0.0 0.874
C 3.2834 4.0985 -0.6963 -0.3 -0.4 0.0 0.131
C -4.1237 0.9239 4.7423 0.1 -0.1 -0.1 0.634
C 0.5875 1.0922 0.1734 -0.9 0.2 -0.4 -0.622
C -1.7511 -3.2021 -2.4472 -0.1 0.2 0.1 0.704
C 4.7808 3.9045 -0.6475 0.0 0.3 -0.2 0.300
C 0.0486 -4.4803 -2.0281 0.3 -0.1 -0.1 -0.341
C -3.0321 0.7048 6.6876 0.3 -0.1 -0.2 0.297
C -0.7211 -9.4545 -1.7633 0.1 0.1 0.2 -0.450
C -1.9225 0.7099 -0.3678 0.1 0.2 0.6 -0.694
H 5.1074 2.9977 -0.1370 0.1 0.0 -0.1 0.322
H -3.3487 -0.7070 1.8785 0.2 -0.2 0.2 0.305
H 5.4284 7.5852 -2.5479 0.0 -0.2 0.0 0.285
H -4.8623 -0.2709 1.1372 -0.3 0.0 0.2 0.398
H 2.9827 4.7269 -1.5245 0.1 0.0 -0.2 0.165
H 0.6681 -3.9665 -1.2942 0.0 0.0 0.2 0.157
H 0.6566 -5.1945 -2.5760 -0.1 0.1 -0.2 0.281
H -1.6947 -9.5993 -1.2947 0.0 -0.1 -0.1 0.285
H 3.0936 8.4496 -0.7490 0.0 -0.1 -0.1 0.279
H -3.9817 1.1824 -0.3618 -0.1 0.2 -0.4 0.485
H -3.2227 -1.3654 6.0910 0.1 0.1 0.0 0.269
H 0.0548 -9.5071 -1.0052 0.1 0.2 -0.1 0.274
H 4.8246 8.5147 -0.3548 0.1 0.2 0.0 0.281
H -4.4260 -0.8615 7.2979 -0.2 0.1 -0.1 0.274
H -2.0093 -0.0430 -1.1368 0.1 -0.2 -0.3 0.159
H -4.1000 -1.3590 -0.7512 0.2 -0.2 0.1 0.323
H 2.7311 3.1653 -0.7386 -0.1 0.0 0.3 -0.071
H 0.7029 0.9978 -0.9047 0.5 -0.1 -0.2 0.547
H -1.7010 1.6661 -0.8199 0.1 0.3 -0.3 0.395
H 0.7242 2.5099 1.4372 -0.3 0.0 -0.2 0.393
H -1.6021 -5.9340 -1.9401 0.0 -0.1 0.1 0.134
H -3.4769 1.4025 7.3985 0.1 0.0 0.1 0.275
H -3.2170 1.6118 1.1158 0.0 0.3 0.4 0.513
H 0.5376 -10.6214 -3.1435 0.0 -0.1 0.0 0.276
```
Positions in Å, forces in eV/Å.

---

3.
3 unconnected molecules or ions with the total composition C18H34BBrFO9S in a non-equilibrium geometry, computed with wB97M-V/def2-TZVPD.

Total charge: -1
HOMO, hartree: -0.1987
Gap between HOMO and LUMO, eV: 7.781

```
65
Properties=species:S:1:pos:R:3:forces:R:3:nbo_charge:R:1
Br 0.8050 1.3482 2.7942 -0.7 -1.0 -0.6 -0.102
S 3.3010 1.0226 -2.0468 -0.2 0.0 0.5 0.126
F -3.8602 2.9118 -2.6477 1.1 0.2 2.0 -0.437
O -2.6140 -3.1866 -3.3594 -1.4 -0.3 -1.2 -0.504
O -4.1208 -1.8229 -4.4294 0.5 -1.7 0.2 -0.645
O 4.0450 0.2829 6.7664 0.8 -1.6 0.5 -0.640
O -0.6979 -0.2917 -1.1026 2.2 -0.3 -2.2 -0.785
O 5.5518 -1.0808 7.8364 -0.7 0.1 -0.5 -0.503
O -3.9829 -4.0836 -4.8239 0.0 0.4 0.4 -0.506
O 0.2731 -1.3555 1.7844 -3.1 8.6 0.3 -0.596
O -0.2745 1.9387 -0.7177 -0.7 0.7 -2.6 -0.763
O 4.1830 -1.9778 6.3719 0.5 0.8 1.0 -0.501
C -4.1872 3.6241 -0.2576 0.8 0.3 0.1 -0.664
C 3.6645 -1.2927 4.0948 0.2 0.2 0.0 -0.647
C -2.0781 -2.0255 -2.7299 0.4 0.5 0.7 -0.258
C -5.0267 -3.9832 -5.8013 -0.2 0.1 -0.4 -0.067
C 4.5360 -0.8172 6.9762 -0.5 0.4 -0.7 0.982
C -1.6093 0.3799 1.0522 0.8 -0.3 2.9 -0.759
C -3.6298 -2.9230 -4.2197 0.4 0.8 0.2 0.981
C 6.0877 0.0803 8.4660 0.2 0.3 0.3 -0.256
C 2.9441 3.0022 0.1353 0.6 0.8 0.7 -0.650
C 3.1391 -1.8774 5.3945 -0.5 0.2 -0.8 -0.072
C -4.5014 -3.3985 -7.1010 0.2 0.3 0.0 -0.640
C -3.1704 2.8704 -1.3042 -1.0 -0.3 -0.2 0.223
C -0.2325 -0.1005 1.8018 0.7 -6.9 -1.2 0.556
C 1.9477 0.1116 -1.1225 -1.2 -2.2 0.6 -0.572
C 3.6510 2.7112 -1.3155 0.1 1.3 1.5 -0.532
C -2.8938 1.2905 -0.9716 -2.0 0.8 -0.4 -0.754
C 0.0651 1.6786 -2.1563 -0.4 -2.3 -0.2 -0.134
C 0.4904 0.0752 -1.9427 -0.9 2.4 0.6 0.090
B -1.3584 0.9264 -0.5126 1.4 -0.9 0.7 0.871
H 3.3341 3.5684 -2.0509 0.5 -1.8 1.3 0.210
H 1.8151 3.3057 0.0843 2.1 -0.9 -0.1 0.254
H 2.7771 -2.8949 5.2121 0.3 0.1 0.3 0.191
H 6.7995 -0.2461 9.2294 -0.2 -0.2 -0.2 0.189
H -2.8627 -1.4395 -2.2404 0.2 -0.2 -0.2 0.202
H 0.5106 -0.5689 -2.9474 0.2 1.3 2.3 0.178
H 1.8292 0.4441 -0.0031 0.1 -0.4 -2.4 0.258
H 2.2879 -1.0320 -1.0817 -0.4 2.5 0.0 0.227
H -3.9112 4.7777 -0.2722 -0.9 -2.3 0.0 0.204
H 4.0033 -0.2610 4.2303 -0.2 -0.1 0.0 0.222
H 5.3031 0.6663 8.9554 0.1 -0.1 -0.3 0.196
H 4.8262 2.8070 -1.1356 -2.5 -0.4 -0.6 0.213
H -5.2780 -3.4056 -7.8707 0.0 -0.1 0.1 0.208
H -5.3378 3.4554 -0.4978 2.6 0.3 0.4 0.224
H -2.2147 3.5349 -1.4196 -1.7 -1.6 0.1 0.190
H -5.3888 -5.0007 -5.9837 0.3 0.1 0.3 0.182
H -4.1626 -2.3668 -6.9656 -0.2 -0.1 0.1 0.232
H 6.6225 0.6883 7.7305 -0.2 0.0 0.1 0.188
H -5.8719 -3.4060 -5.4082 0.3 0.0 0.0 0.193
H -3.6271 1.0079 -0.0727 1.3 0.6 -2.0 0.200
H 0.8343 2.3880 -2.6799 -1.3 -1.2 1.6 0.198
H -2.1109 1.2237 1.6954 1.0 -1.6 -0.9 0.223
H -1.3663 -2.3519 -1.9665 -0.3 -0.1 -0.3 0.227
H 4.5266 -1.8646 3.7366 -0.2 -0.1 0.0 0.202
H -2.3224 -0.5623 1.0186 1.6 1.8 0.1 0.250
H 2.8878 -1.2997 3.3251 0.0 0.0 0.1 0.248
H -3.9460 3.2456 0.8327 -0.5 0.7 -2.2 0.214
H -3.6392 -3.9704 -7.4592 -0.2 -0.1 0.0 0.208
H -3.2398 0.6250 -1.8772 0.6 1.6 1.5 0.245
H -0.8725 1.5373 -2.8818 1.6 0.9 1.7 0.179
H 3.5156 3.9402 0.6011 -1.2 -1.9 -1.0 0.197
H 3.0817 2.1350 0.9285 -0.3 1.7 -1.9 0.226
H 2.2939 -1.3002 5.7876 0.3 0.0 0.0 0.198
H -1.5433 -1.4175 -3.4653 -0.2 0.0 0.1 0.183
```
Positions in Å, forces in eV/Å.

---

4.
A molecular structure, C4H3LiOTl in a non-equilibrium geometry, computed with wB97M-V/def2-TZVPD.

Energy relative to the best compared isomer or geometry (same formula, charge and spin), kcal/mol: 77.5
Total charge: +2
⟨S²⟩: 0.785
HOMO (spin up / spin down), hartree: -0.5970 / -0.6934
Gap between HOMO and LUMO (spin up / spin down), eV: 5.016 / 7.638
Spin multiplicity: 2

```
10
Properties=species:S:1:pos:R:3:forces:R:3:mulliken_charge:R:1
Tl -1.7520 -0.9503 1.7908 0.1 -2.6 10.2 0.519
O -1.7474 -0.4922 -0.0545 -4.8 1.3 -12.3 -0.284
C -2.7998 -0.6183 -0.8859 3.8 2.1 2.5 0.177
C 1.8639 0.4840 -0.4744 1.2 -1.0 1.4 -0.376
C 2.9956 0.2867 0.1747 -1.9 0.9 -1.8 0.130
C 3.8439 0.5669 1.0601 0.1 1.4 1.1 -0.138
Li -0.2466 0.3115 -0.7702 1.4 0.5 -0.7 1.017
H 4.2514 1.4639 1.5876 0.2 -1.3 -0.5 0.347
H -3.8038 -0.4947 -0.4659 0.0 -0.7 0.0 0.302
H -2.6053 -0.5574 -1.9624 -0.2 -0.6 0.1 0.305
```
Positions in Å, forces in eV/Å.